[1]
Here is C20H30Cl8F20HfN2O14P2S4 as an isolated structure in a non-equilibrium geometry from the Open Molecules 2025 dataset. Energies are from the ωB97M-V functional and the def2-TZVPD basis.

Values from the calculation:
HOMO level, eV: -9.521
Orbital gap, eV: 7.183
Multiplicity: 1

Geometry (Å):
Hf -0.43 0.36 2.52
Cl 5.45 -3.02 -1.64
Cl 1.16 -5.72 -1.24
Cl -0.94 -4.65 -4.53
Cl 6.64 -0.21 -0.21
Cl -3.02 3.35 -3.25
Cl 2.74 -6.20 1.74
Cl 2.07 -3.44 -3.80
Cl -1.77 5.76 -1.15
S -0.78 1.11 -0.89
S 1.56 0.33 -0.50
S -3.06 -1.92 1.26
S -2.68 -1.47 3.86
P -2.43 2.84 3.21
P 1.80 -2.07 2.80
F -3.59 3.46 2.36
F 0.53 -1.81 3.84
F 2.92 -2.19 1.70
F 0.60 -1.79 1.68
F -1.36 -3.89 0.81
F -2.78 -3.52 -0.76
F -1.43 2.59 1.94
F -1.30 2.01 4.05
F 2.55 0.63 0.68
F -3.27 -3.75 5.03
F -1.66 4.21 3.49
F 1.48 -3.61 2.78
F -1.14 -3.23 5.08
F 1.83 -0.42 2.72
F -3.29 2.85 4.54
F 2.83 -1.97 4.00
F -2.93 1.30 2.82
F -1.10 -2.18 -0.50
F -2.03 -3.97 3.30
F -2.09 1.12 0.06
O -1.73 -0.53 4.48
O 0.69 0.78 4.62
O -3.61 -0.87 0.45
O -0.66 2.49 -1.22
O 0.80 0.96 -4.38
O -1.16 0.12 -1.84
O 1.93 1.26 -1.51
O 1.11 3.18 -6.01
O -4.07 -1.26 4.03
O -3.68 0.85 -5.72
O -3.28 2.95 -7.52
O 1.74 -1.07 -0.70
O -4.00 -2.81 1.84
O 1.04 2.34 2.44
N 0.09 0.63 0.38
N -1.98 -1.22 2.29
C 5.67 -0.32 -1.72
C 1.38 3.32 1.44
C -2.32 2.58 -6.65
C 1.42 2.85 3.73
C -1.98 -2.94 0.11
C -1.12 3.15 -6.69
C 0.02 2.65 -5.92
C 4.64 -1.44 -1.64
C 3.27 -5.16 0.42
C 2.12 -4.52 -0.33
C 0.58 -2.45 -3.97
C 1.75 1.75 4.68
C -3.11 4.63 -0.84
C -1.43 0.91 -5.05
C -3.93 4.34 -2.06
C -2.26 -3.25 4.39
C -2.61 1.39 -5.78
C 0.62 0.08 5.88
C -0.23 1.48 -5.07
C -0.60 -3.25 -3.47
H -0.97 3.98 -7.36
H 0.58 -2.12 -5.01
H 5.17 0.63 -1.87
H -4.24 5.25 -2.59
H 4.11 -1.30 -0.71
H -3.73 5.05 -0.03
H 3.97 -4.39 0.74
H 2.64 1.16 4.44
H 3.83 -5.80 -0.26
H 6.38 -0.56 -2.50
H 1.43 -4.07 0.38
H 0.60 3.48 4.07
H 2.28 3.53 3.68
H 1.19 2.87 0.47
H -4.83 3.78 -1.81
H 0.68 4.16 1.52
H 0.32 0.78 6.66
H 1.92 2.17 5.67
H -1.50 -2.65 -3.42
H 2.49 -3.79 -1.05
H 2.41 3.65 1.42
H 3.94 -1.42 -2.47
H -1.57 -0.02 -4.51
H 1.61 1.43 -4.67
H 0.04 -0.83 5.88
H -4.03 2.35 -7.44
H 1.63 -0.29 6.12
H 0.66 -1.52 -3.41
H -0.39 -3.71 -2.51
H -2.77 3.71 -0.37

---

[2]
Here is a 6-piece molecular cluster, C20H30FO15 overall in a non-equilibrium geometry from the Open Molecules 2025 dataset. Energies are from the ωB97M-V functional and the def2-TZVPD basis.

Values from the calculation:
Charge: -1
HOMO level, eV: -7.229
ΔE to the lowest compared entry with this formula, charge and spin, eV: 8.1053
Orbital gap, eV: 9.319
Multiplicity: 1

Geometry (Å):
F 25.29 9.73 27.72
O 21.36 8.92 22.53
O 23.65 14.27 23.98
O 23.23 10.10 31.86
O 22.34 8.96 24.63
O 23.53 13.38 25.99
O 29.84 10.70 27.03
O 28.15 6.05 28.10
O 25.05 14.78 25.58
O 23.54 9.39 22.90
O 30.91 10.62 25.04
O 28.76 10.20 25.32
O 24.77 8.74 32.31
O 23.15 9.20 33.67
O 26.72 5.52 26.52
O 28.62 4.37 26.69
C 22.38 9.09 23.32
C 24.41 13.30 27.16
C 25.18 9.26 31.06
C 24.61 6.04 27.74
C 25.39 14.43 26.91
C 24.91 11.90 30.87
C 28.56 10.31 27.66
C 27.82 10.20 26.31
C 27.91 5.18 27.05
C 28.07 11.31 28.56
C 23.71 9.41 32.72
C 24.20 10.54 30.86
C 24.82 11.13 23.67
C 23.66 9.33 25.21
C 26.98 6.77 28.50
C 29.97 10.50 25.75
C 26.04 6.49 27.34
C 25.18 15.72 27.65
C 24.47 9.65 23.88
C 23.98 14.18 25.10
H 28.67 9.33 28.15
H 24.92 12.38 27.31
H 25.05 15.56 28.88
H 28.87 11.22 29.35
H 25.08 8.49 30.12
H 28.02 12.25 27.98
H 27.18 9.25 26.16
H 25.36 8.95 23.88
H 27.03 11.15 28.98
H 26.56 14.20 26.73
H 24.46 12.45 31.88
H 26.53 6.29 29.45
H 23.35 10.22 25.95
H 23.83 10.22 29.89
H 24.08 11.82 23.58
H 24.41 5.09 28.47
H 25.51 11.06 22.88
H 26.26 9.63 31.02
H 26.00 7.38 26.71
H 25.91 11.78 30.91
H 24.20 6.92 28.17
H 27.20 7.80 28.87
H 23.86 13.30 28.00
H 23.91 5.89 26.94
H 25.76 16.48 27.32
H 24.69 12.62 30.21
H 25.71 11.29 24.47
H 27.21 11.00 26.24
H 24.15 16.15 27.42
H 24.14 8.60 25.88

---

[3]
Here is a 10-piece molecular cluster, C20H30N10 overall in a non-equilibrium geometry from the Open Molecules 2025 dataset. Energies are from the ωB97M-V functional and the def2-TZVPD basis.

Values from the calculation:
SMILES string: CC#N.CC#N.CC#N.CC#N.CC#N.CC#N.CC#N.CC#N.CC#N.CC#N
HOMO level, eV: -10.906
ΔE to the lowest compared entry with this formula, charge and spin, eV: 0.7818
Orbital gap, eV: 11.356
Multiplicity: 1

Geometry (Å):
N -1.70 2.76 2.72
N -1.47 -3.91 -0.61
N -4.55 1.66 0.78
N 1.33 -0.90 -4.84
N -2.35 -0.38 -1.48
N 0.97 -0.98 -1.06
N 3.62 0.37 3.02
N 1.05 2.60 -0.94
N 2.68 -4.32 0.31
N 1.19 0.99 5.01
C -3.72 2.27 0.28
C -2.72 3.05 -0.37
C 2.17 -0.59 -4.10
C -1.16 -0.11 5.18
C 3.74 0.66 0.40
C -0.22 -3.49 1.59
C -0.14 2.12 -3.28
C 0.13 0.52 5.12
C -2.59 3.41 3.11
C -0.94 -3.71 0.38
C 2.55 -4.23 -0.87
C -0.23 0.32 0.90
C 3.67 0.52 1.84
C -3.67 4.25 3.70
C 3.23 -0.14 -3.18
C 0.54 2.36 -1.97
C -1.92 -1.10 -2.29
C 2.38 -4.15 -2.32
C -1.39 -1.98 -3.33
C 0.47 -0.39 -0.20
H 3.77 -0.34 -0.04
H 0.44 0.98 1.44
H -2.12 -2.76 -3.54
H -3.16 4.76 4.52
H 2.87 1.24 0.10
H 0.57 -2.78 1.37
H -3.15 3.35 -1.33
H 0.22 1.25 -3.82
H -1.33 -0.48 4.17
H 2.25 -3.09 -2.55
H 3.09 -0.76 -2.29
H -0.97 -3.14 2.31
H -1.18 -0.88 5.96
H -2.58 3.95 0.23
H -0.15 3.02 -3.89
H -4.43 3.61 4.14
H -1.14 1.81 -2.97
H 3.25 -4.53 -2.85
H -1.15 0.82 0.60
H 3.10 0.89 -2.84
H 4.60 1.24 0.07
H 4.19 -0.32 -3.64
H 0.22 -4.44 1.90
H -1.81 2.47 -0.53
H -1.94 0.61 5.42
H -3.92 5.03 2.98
H 1.55 -4.71 -2.75
H -1.08 -1.35 -4.16
H -0.52 -0.50 1.56
H -0.43 -2.45 -3.11

---

[4]
Here is C20H30N2O8PtSSeSi as an isolated structure in a non-equilibrium geometry from the Open Molecules 2025 dataset. Energies are from the ωB97M-V functional and the def2-TZVPD basis.

Values from the calculation:
Charge: -2
HOMO level, eV: -0.862
Orbital gap, eV: 4.451
Multiplicity: 1

Geometry (Å):
Pt -2.39 0.69 -0.02
Se -2.00 -3.78 0.28
S -0.75 -0.73 -0.72
Si 1.24 -0.55 -0.06
O 1.49 -0.39 1.55
O -3.99 -0.97 0.51
O 2.11 -1.85 -0.48
O -8.12 3.35 0.01
O -6.17 -1.36 0.22
O 1.95 0.71 -0.83
O -2.14 3.11 -0.06
O -3.26 5.03 0.04
N -4.35 1.67 0.16
N -0.65 -6.38 0.42
C -5.17 -0.64 0.32
C 1.05 2.52 0.53
C -6.87 2.78 0.08
C 0.99 -3.42 -1.94
C -5.42 0.89 0.22
C 0.60 2.39 -1.91
C 2.94 2.82 -1.09
C 2.27 -2.25 2.84
C -3.18 3.80 0.01
C -1.18 -5.35 0.37
C 2.54 0.13 3.61
C 3.91 -0.73 1.71
C -5.75 3.59 0.04
C 2.24 -2.59 -1.68
C 3.44 -3.53 -1.46
C 1.62 2.08 -0.81
C -4.50 2.99 0.07
C 2.54 -0.81 2.39
C 2.52 -1.65 -2.85
C -6.70 1.41 0.20
H 2.77 1.15 3.28
H 3.09 -2.61 3.47
H -7.54 0.72 0.25
H 1.60 2.06 1.35
H 3.22 -4.22 -0.65
H 4.70 -0.94 2.42
H 2.18 -2.87 1.96
H 1.12 -4.05 -2.82
H 1.67 -0.98 -2.97
H 1.08 3.60 0.62
H 2.66 -2.24 -3.76
H 1.55 0.14 4.05
H 0.96 2.04 -2.88
H 1.34 -2.29 3.40
H 0.01 2.20 0.61
H -8.78 2.65 -0.02
H 0.76 -4.05 -1.09
H 3.66 2.60 -0.30
H 3.41 -1.05 -2.65
H -5.83 4.66 -0.04
H 0.40 3.45 -1.94
H -0.33 1.88 -1.67
H 4.33 -2.96 -1.21
H 2.77 3.89 -1.13
H 3.27 -0.19 4.34
H 3.94 -1.45 0.90
H 0.14 -2.76 -2.10
H 3.63 -4.11 -2.36
H 3.36 2.48 -2.03
H 4.05 0.26 1.29

---

[5]
Here is a single C20H30N4O3S molecule from the Open Molecules 2025 dataset. Energies are from the ωB97M-V functional and the def2-TZVPD basis.

Values from the calculation:
SMILES string: CN(C)CCNC(=O)Cn1ccc2cc(S(=O)(=O)N3CCCCCC3)ccc21
HOMO level, eV: -8.335
ΔE to the lowest compared entry with this formula, charge and spin, eV: 2.5223
Orbital gap, eV: 8.890
Multiplicity: 1

Geometry (Å):
S -2.25 1.58 0.46
O -2.27 2.45 -0.68
O 4.90 -1.67 1.77
O -2.19 2.18 1.77
N 3.50 2.60 -0.47
N 4.19 -0.57 -0.07
N 2.08 -2.28 -0.34
N -3.55 0.54 0.34
C -4.74 -1.38 1.35
C -0.77 -0.23 -0.91
C 4.15 1.85 0.57
C -4.67 0.91 -0.51
C 0.98 -0.71 1.27
C 2.42 1.93 -1.15
C -5.38 -1.47 -1.12
C 3.19 -2.72 0.46
C 4.99 0.62 0.14
C -4.54 -2.09 0.00
C 4.39 3.28 -1.39
C -3.80 -0.19 1.55
C -0.91 0.41 0.29
C 4.18 -1.59 0.80
C 0.74 -1.96 -2.11
C -4.86 -0.12 -1.62
C -0.06 0.19 1.37
C 0.27 -1.14 -1.05
C 1.14 -1.37 0.05
C 1.83 -2.63 -1.64
H -6.41 -1.35 -0.77
H 2.76 1.19 -1.89
H -5.78 -1.05 1.42
H 3.39 1.51 1.28
H 2.84 -3.14 1.40
H 1.82 2.67 -1.67
H -5.56 0.28 -2.35
H -1.45 0.00 -1.72
H -2.82 -0.54 1.89
H -4.41 1.87 -0.96
H 3.52 -0.54 -0.82
H 3.81 4.02 -1.94
H -3.90 -0.27 -2.11
H -4.20 0.47 2.34
H -4.56 -2.08 2.16
H 4.86 2.60 -2.11
H 5.16 3.79 -0.82
H -3.49 -2.06 -0.27
H -4.84 -3.13 0.11
H 4.82 2.54 1.09
H 0.32 -2.04 -3.09
H -5.58 1.03 0.08
H -0.23 0.74 2.28
H 5.70 0.37 0.93
H 5.55 0.84 -0.78
H -5.41 -2.16 -1.96
H 2.46 -3.34 -2.14
H 1.78 1.44 -0.42
H 3.74 -3.49 -0.08
H 1.66 -0.89 2.09

---

[6]
Here is C20H30N4O6PPd as an isolated structure from the Open Molecules 2025 dataset. Energies are from the ωB97M-V functional and the def2-TZVPD basis.

Values from the calculation:
Charge: -1
⟨S²⟩: 2.0281
HOMO level (spin up / spin down), eV: -2.677 / -5.545
Orbital gap (spin up / spin down), eV: 4.790 / 7.635
Multiplicity: 3

Geometry (Å):
Pd -0.72 -0.13 0.33
P -0.54 -2.27 -0.14
O -3.74 -0.21 -0.21
O -0.69 8.76 -0.84
O 1.47 8.62 -1.20
O -0.96 1.94 0.15
O 1.23 1.84 -0.33
O -3.03 -1.10 1.67
N -1.15 -4.02 -2.18
N 0.36 8.09 -0.94
N 0.87 -4.46 -0.90
N -1.05 -4.90 0.59
C 2.12 -0.85 2.17
C -2.15 -5.68 0.31
C -1.22 -3.53 1.02
C 1.27 0.48 0.24
C 0.27 -5.29 0.14
C 0.22 -4.51 -2.19
C 3.32 1.23 1.52
C 1.48 5.93 -0.85
C -0.93 6.09 -0.45
C 1.08 -3.09 -0.44
C 0.19 3.94 -0.36
C 1.93 0.57 1.63
C 1.08 1.38 2.61
C -1.29 -2.63 -1.78
C -0.98 4.74 -0.26
C 0.11 2.53 -0.16
C 1.42 4.58 -0.67
C -2.71 -0.54 0.64
C 0.30 6.71 -0.75
C -3.40 0.54 -1.37
H 0.20 -5.55 -2.54
H -0.68 -3.35 1.97
H -3.99 0.15 -2.20
H 1.56 1.40 3.59
H 1.98 -0.03 -0.42
H 1.15 -1.34 2.31
H 2.73 -1.44 1.49
H 3.24 2.22 1.09
H -2.34 -2.36 -1.73
H 0.96 -5.25 0.99
H -3.12 -5.24 0.43
H 1.66 -3.10 0.48
H 1.64 -2.53 -1.19
H -2.33 0.46 -1.59
H 0.96 2.41 2.29
H 2.32 3.98 -0.75
H -2.26 -3.32 1.22
H 0.87 -3.93 -2.88
H -0.80 -1.91 -2.47
H 2.62 -0.82 3.14
H -2.01 -6.51 -0.37
H -1.81 6.70 -0.37
H 3.78 1.32 2.50
H 3.98 0.63 0.89
H 0.21 -6.32 -0.22
H 0.08 0.94 2.74
H 2.41 6.43 -1.08
H -1.92 4.25 -0.02
H -1.60 -4.19 -3.07
H -3.65 1.59 -1.21

---

[7]
Here is C20H30NO3Se4SiTcTe2 as an isolated structure from the Open Molecules 2025 dataset. Energies are from the ωB97M-V functional and the def2-TZVPD basis.

Values from the calculation:
Charge: -1
⟨S²⟩: 1.1546
HOMO level (spin up / spin down), eV: -4.582 / -4.592
ΔE to the lowest compared entry with this formula, charge and spin, eV: 0.0000
Orbital gap (spin up / spin down), eV: 5.448 / 6.146
Multiplicity: 2

Geometry (Å):
Te 0.45 1.24 4.45
Te 2.52 1.39 2.74
Tc -0.50 -0.47 0.89
Se -0.21 1.57 -0.80
Se 3.16 -0.67 -2.17
Se 1.84 -0.61 1.31
Se -1.34 1.15 2.70
Si 0.06 -3.05 -3.43
O -2.37 -0.02 0.17
O -2.57 -3.70 2.69
O -3.14 -2.04 -0.46
N -1.10 -2.06 1.83
C -0.22 3.25 0.16
C -6.62 0.84 -0.42
C 1.64 1.75 -1.42
C 4.78 0.42 -2.07
C -1.86 -2.88 2.24
C -5.69 0.94 -2.62
C -3.40 -0.02 -3.11
C 0.07 -2.01 -1.94
C -0.10 -1.42 -0.88
C 1.98 0.82 -2.59
C -5.38 -0.23 1.49
C 1.37 -4.38 -3.26
C -3.25 -0.84 -0.35
C -4.47 -0.10 -0.84
C -4.55 0.28 -2.18
C -6.73 1.23 -1.75
C -5.50 0.18 0.05
C 0.44 -2.01 -4.95
C -1.63 -3.83 -3.63
C -7.97 1.95 -2.24
H -8.16 2.85 -1.65
H 5.61 -0.26 -1.85
H 4.97 0.93 -3.01
H -1.62 -4.61 -4.40
H -0.06 4.05 -0.56
H -7.86 2.25 -3.28
H 2.36 -3.93 -3.15
H -5.20 -1.31 1.58
H -1.96 -4.27 -2.68
H -3.08 -1.06 -3.02
H 2.30 1.61 -0.57
H -3.68 0.18 -4.15
H 2.47 1.38 -3.38
H -1.20 3.34 0.62
H -8.85 1.31 -2.16
H -2.53 0.60 -2.86
H -6.28 0.02 2.05
H 1.39 -5.04 -4.13
H 1.41 -1.52 -4.86
H -7.43 1.07 0.27
H 1.08 0.36 -3.02
H 0.46 -2.63 -5.85
H -4.53 0.27 1.97
H 0.54 3.24 0.94
H -2.37 -3.08 -3.91
H -0.33 -1.24 -5.09
H 1.70 2.79 -1.74
H -5.76 1.24 -3.66
H 1.17 -4.99 -2.37
H 4.70 1.14 -1.26